16
Properties=species:S:1:pos:R:3:forces:R:3 method="wB97M-V/def2-TZVPD" relative_energy_ev=0.1669 smiles="CCCOC(N)=O" lumo_ev=0.947 total_energy_ha=-363.07940 e_homo_ev=-10.404
C -2.4559 0.0230 -0.2372 -0.1 0.0 0.0
C -0.9873 0.4322 -0.2001 0.0 0.0 0.0
C -0.2150 -0.2379 0.9264 -0.2 -0.1 0.0
O 1.1679 0.1391 0.8693 0.1 0.0 -0.1
C 1.8692 -0.4248 -0.1391 0.0 -0.1 -0.2
N 3.0959 0.1669 -0.2428 0.0 0.0 -0.1
O 1.4788 -1.3351 -0.8392 0.1 0.3 0.3
H -2.9881 0.3058 0.6784 0.1 0.0 -0.1
H -2.9638 0.5031 -1.0791 0.0 -0.1 0.1
H -2.5585 -1.0601 -0.3670 0.0 0.1 0.0
H -0.5080 0.1486 -1.1427 -0.1 0.1 0.1
H -0.8909 1.5205 -0.0954 0.0 -0.2 0.0
H -0.5610 0.0930 1.9104 0.1 0.0 -0.2
H -0.2937 -1.3275 0.8731 0.0 0.1 -0.1
H 3.5875 -0.0163 -1.1018 0.0 0.0 0.1
H 3.2231 1.0693 0.1867 0.0 -0.1 0.0